# 1
# C14H29Cl8N3O3

A 6-piece molecular cluster, C14H29Cl8N3O3 overall in a non-equilibrium geometry (ωB97M-V/def2-TZVPD, OMol25).

CARTESIAN COORDINATES (ANGSTROEM)
Cl 4.2457 -3.0033 -26.2923
C 2.8458 -2.1426 -26.9518
C 2.3756 -2.9688 -28.1626
Cl 1.1481 -2.0636 -29.0809
H 2.9912 -1.1231 -27.2975
H 2.0283 -2.1734 -26.2390
H 2.0457 -3.9670 -27.8798
H 3.2155 -3.1401 -28.8359
Cl -4.1930 -3.0433 -32.3077
C -2.5719 -3.4205 -31.6208
C -1.7201 -2.1988 -31.3771
Cl -1.4119 -1.2697 -32.8682
H -2.0380 -4.1017 -32.2836
H -2.7156 -4.0301 -30.7306
H -0.7976 -2.5382 -30.9069
H -2.1727 -1.5275 -30.6487
C 0.5923 2.0817 -27.2923
O 1.3665 1.2265 -26.8940
N 0.6694 3.3836 -26.9469
C -0.1908 4.3728 -27.5988
C 1.7208 3.9070 -26.1147
H -0.2915 1.8662 -27.9133
H -0.9915 4.7127 -26.9442
H -0.6592 3.8762 -28.4514
H 0.3907 5.1939 -28.0114
H 2.1528 3.0976 -25.5260
H 2.5591 4.3407 -26.6685
H 1.3619 4.6691 -25.4243
C -0.7472 -7.4111 -30.0444
O -1.1494 -6.3972 -30.5780
N 0.5487 -7.7427 -29.9099
C 0.9015 -8.9837 -29.2803
C 1.6350 -6.7806 -30.1408
H -1.4222 -8.1905 -29.6655
H 1.5339 -9.5874 -29.9394
H 0.0781 -9.6176 -28.9503
H 1.4941 -8.9347 -28.3551
H 1.8929 -6.3494 -29.1771
H 2.4416 -7.3388 -30.6110
H 1.2738 -6.0420 -30.8495
C 4.8517 1.6115 -27.4403
O 5.7999 1.5221 -26.6693
N 4.9874 1.9205 -28.7388
C 3.8470 1.9763 -29.6423
C 6.2388 2.1305 -29.4198
H 3.8370 1.3126 -27.1393
H 3.7346 2.9888 -30.0392
H 2.9298 1.8650 -29.0541
H 3.8829 1.1880 -30.3906
H 6.2420 3.0790 -29.9638
H 7.1363 2.1209 -28.8082
H 6.3814 1.3548 -30.1803
C -0.5286 -3.1224 -24.1862
Cl -0.0368 -1.4293 -23.9094
Cl 0.8391 -3.9449 -24.9366
Cl -0.9468 -3.9050 -22.6571
Cl -1.9051 -3.1316 -25.2706

Force components x, y, z for each atom (eV/Å):
Cl 0.128 0.362 0.187
C -1.323 -0.810 -1.116
C 1.010 0.072 -0.004
Cl -0.157 -0.184 0.138
H 0.647 0.046 0.399
H 0.316 0.349 0.265
H -0.509 0.209 0.104
H -0.028 0.218 -0.065
Cl 0.407 -0.097 0.184
C 0.173 -0.466 -0.343
C -0.419 -0.132 0.713
Cl 0.180 -0.147 0.209
H -0.273 0.176 -0.363
H -0.097 0.410 0.265
H 0.226 0.059 -0.452
H -0.198 0.104 -0.218
C 0.351 -0.095 0.756
O -0.193 -0.022 -0.302
N -0.360 1.018 -0.554
C -0.134 -0.981 -0.355
C 0.762 -0.415 0.579
H 0.135 -0.095 -0.145
H 0.153 0.272 0.130
H -0.112 0.115 0.029
H 0.064 0.140 0.238
H -0.139 -0.035 -0.008
H -0.189 0.034 -0.302
H -0.278 -0.013 -0.086
C -0.070 0.230 -0.521
O -0.152 0.275 0.147
N 0.220 -0.144 0.695
C 0.969 -1.187 0.542
C -1.022 -0.835 -0.352
H -0.106 -0.054 0.026
H -0.179 -0.003 -0.181
H -0.464 0.358 -0.550
H 0.018 0.835 -0.112
H 0.422 0.215 -0.104
H 0.328 0.193 0.236
H 0.013 0.217 0.170
C 1.274 -0.917 0.762
O -0.536 0.275 -0.167
N -0.530 0.333 -1.110
C -0.680 0.369 1.271
C 0.722 0.004 -0.478
H -0.179 0.397 -0.102
H 0.354 -0.193 -0.558
H 0.136 -0.402 0.002
H 0.063 0.187 -0.266
H -0.192 0.080 0.107
H -0.382 -0.090 0.540
H -0.095 -0.060 0.034
C 0.230 0.493 0.098
Cl -0.127 -0.227 0.120
Cl -0.055 -0.426 0.122
Cl 0.063 0.103 -0.149
Cl -0.190 -0.117 -0.108

## Properties
- spin multiplicity = 1
- SMILES string = ClC(Cl)(Cl)Cl.CN(C)C=O.CN(C)C=O.CN(C)C=O.ClCCCl.ClCCCl
- F_max (eV/Å) = 1.911
- E_HOMO (eV) = -9.193

Charges computed using Löwdin, reported in e: Cl 0.581; C -0.687; C -0.684; Cl 0.593; H 0.051; H -0.013; H 0.046; H 0.058; Cl 0.511; C -0.662; C -0.680; Cl 0.529; H 0.068; H 0.064; H 0.012; H 0.068; C -0.337; O -0.020; N -0.189; C -0.050; C -0.053; H 0.139; H 0.089; H 0.081; H 0.089; H 0.088; H 0.093; H 0.090; C -0.344; O 0.009; N -0.192; C -0.087; C -0.014; H 0.133; H 0.088; H 0.085; H 0.089; H 0.086; H 0.089; H 0.085; C -0.337; O -0.002; N -0.191; C -0.052; C -0.057; H 0.112; H 0.090; H 0.068; H 0.092; H 0.087; H 0.087; H 0.091; C -2.042; Cl 0.519; Cl 0.560; Cl 0.533; Cl 0.537

---

# 2
# C14H29ClFInN2O2P

C14H29ClFInN2O2P as an isolated structure (ωB97M-V/def2-TZVPD, OMol25).

CARTESIAN COORDINATES (ANGSTROEM)
C 6.0559 0.6793 1.4041
C 6.1039 0.9092 -0.1016
O 7.1292 1.2611 -0.6252
N 4.9243 0.6509 -0.8554
C 3.7307 1.2634 -0.2867
C 4.8415 -0.7735 -1.2516
C 3.8130 -1.6565 -0.5352
C 2.3440 -1.5689 -1.0281
C 1.2918 -1.2824 0.0418
In -0.7873 -1.4841 -0.6407
C -2.2718 -1.5142 1.0058
C -1.8120 -0.9603 2.3305
C -1.4242 0.5062 2.3089
F -0.6854 -1.7032 2.7833
P -1.4611 0.5703 -2.1178
O -2.2974 1.5543 -1.0143
Cl 0.3701 1.6528 -2.0705
H 6.2855 1.6157 1.9179
H 5.0962 0.3071 1.7554
H 6.8418 -0.0345 1.6576
H 3.3886 0.8150 0.6547
H 2.9156 1.1857 -1.0037
H 3.9225 2.3255 -0.1188
H 5.8372 -1.2016 -1.0940
H 4.6623 -0.8215 -2.3327
H 3.8438 -1.4813 0.5472
H 4.1750 -2.6813 -0.6766
H 2.0969 -2.5261 -1.5014
H 2.2779 -0.8228 -1.8295
H 1.4274 -1.9650 0.8890
H 1.4072 -0.2665 0.4371
H -1.0428 -2.8706 -1.7131
H -2.6355 -2.5360 1.1552
H -3.1337 -0.9209 0.6877
H -2.5788 -1.1178 3.0997
H -2.3084 1.1213 2.4884
H -1.0056 0.7859 1.3375
H -0.6824 0.7115 3.0834
H -1.7233 2.2519 -0.6793
C -5.9826 -0.2862 -1.4828
C -6.3134 1.1675 -1.1707
C -5.2728 1.8150 -0.2510
C -5.1777 1.1323 1.0382
N -5.0625 0.5361 2.0135
H -5.9738 -0.8898 -0.5740
H -6.7167 -0.7145 -2.1664
H -4.9980 -0.3715 -1.9462
H -7.3013 1.2393 -0.7085
H -6.3497 1.7494 -2.0938
H -5.5061 2.8651 -0.0653
H -4.2780 1.7790 -0.7022

Force components x, y, z for each atom (eV/Å):
C 0.008 0.223 0.032
C -0.266 -0.056 0.143
O 0.115 -0.165 -0.082
N 0.229 0.049 0.280
C -0.063 -0.121 -0.058
C -0.025 0.040 -0.278
C 0.005 -0.011 0.136
C 0.053 -0.049 -0.078
C 0.095 0.102 -0.014
In 0.007 -0.264 0.187
C 0.014 0.074 -0.019
C -0.140 -0.038 -0.031
C -0.012 0.043 -0.125
F -0.002 -0.004 -0.021
P 0.005 -0.013 -0.066
O 0.034 0.141 -0.072
Cl 0.062 0.050 -0.072
H -0.001 -0.069 -0.002
H 0.043 -0.016 -0.023
H -0.029 0.051 -0.036
H -0.012 0.006 -0.068
H -0.010 0.015 0.029
H 0.004 -0.040 -0.006
H -0.026 0.060 -0.068
H -0.059 -0.013 0.071
H 0.038 0.034 -0.072
H -0.060 0.020 0.064
H 0.024 0.085 -0.054
H -0.026 -0.033 0.044
H -0.075 0.032 -0.032
H 0.054 -0.066 0.022
H 0.036 0.022 -0.040
H 0.014 0.033 -0.039
H -0.016 0.003 0.010
H 0.146 -0.013 0.076
H 0.029 -0.005 -0.033
H 0.055 -0.044 0.066
H -0.080 -0.009 0.022
H 0.030 -0.098 0.099
C -0.001 0.003 -0.013
C -0.005 -0.027 0.041
C -0.072 0.106 0.009
C 0.138 -0.155 -0.026
N -0.169 0.137 0.088
H 0.011 -0.001 0.004
H 0.006 -0.009 0.002
H 0.004 0.008 -0.005
H -0.010 -0.008 -0.017
H 0.019 0.014 0.003
H -0.056 0.001 0.001
H -0.061 -0.022 0.018

## Properties
- spin multiplicity = 1
- total charge = -1
- F_max (eV/Å) = 0.365
- E_HOMO (eV) = -4.053

Charges computed using Löwdin, reported in e: C -0.002; C -0.501; O 0.088; N -0.130; C -0.079; C -0.172; C -0.194; C -0.326; C -0.340; In 0.435; C -0.270; C -0.486; C -0.060; F -0.089; P 0.343; O -0.570; Cl 0.055; H 0.084; H 0.061; H 0.084; H 0.072; H 0.037; H 0.096; H 0.114; H 0.117; H 0.099; H 0.103; H 0.085; H 0.075; H 0.034; H 0.011; H -0.114; H 0.034; H 0.011; H 0.120; H 0.061; H 0.048; H 0.077; H -0.002; C -0.102; C -0.257; C -0.191; C -0.233; N 0.162; H 0.072; H 0.067; H 0.075; H 0.104; H 0.105; H 0.115; H 0.076

---

# 3
# C14H29ClGaNO2

C14H29ClGaNO2 as an isolated structure in a non-equilibrium geometry (ωB97M-V/def2-TZVPD, OMol25).

CARTESIAN COORDINATES (ANGSTROEM)
O -2.6727 3.4672 4.7942
C -2.9055 2.8680 3.8052
Cl -3.7508 3.8167 2.4388
C -2.6299 1.4753 3.4542
Ga -0.6286 0.9523 3.7418
C 0.4785 2.6877 3.6111
C 0.9210 2.9846 2.1955
C -0.1140 2.8603 1.1514
O 1.0691 1.9021 1.3214
H -2.9189 1.2864 2.4218
H -3.2641 0.8480 4.0852
H -0.3055 -0.1697 2.6161
H -0.4778 0.3682 5.2222
H 1.4012 2.5764 4.1881
H -0.0898 3.5637 3.9291
H 1.6359 3.7911 2.0355
H 0.0370 3.3030 0.1724
H -0.8821 2.1001 1.2336
C 3.3452 -1.1564 -3.2274
C 3.0629 -1.6335 -1.8034
C 1.7938 -2.4372 -1.5592
N 0.4612 -1.7519 -1.7943
C 0.5122 -0.3282 -1.3039
C -0.8447 0.3389 -1.2854
C -1.8439 -0.4533 -0.4515
C -1.9438 -1.8804 -0.9763
C -0.5713 -2.5276 -0.9976
C 0.1098 -1.8195 -3.2399
H 2.7089 -0.3231 -3.5276
H 4.3715 -0.7992 -3.2951
H 3.2266 -1.9627 -3.9540
H 3.1135 -0.7927 -1.1108
H 3.8733 -2.3016 -1.5036
H 1.7843 -2.7392 -0.5133
H 1.7817 -3.3427 -2.1674
H 0.9187 -0.3626 -0.2904
H 1.2040 0.2142 -1.9442
H -0.7001 1.3260 -0.8481
H -1.2374 0.5024 -2.2936
H -2.8181 0.0342 -0.4665
H -1.5134 -0.4684 0.5934
H -2.4098 -1.9023 -1.9653
H -2.5825 -2.4817 -0.3284
H -0.5965 -3.5291 -1.4281
H -0.1845 -2.5891 0.0192
H 0.0889 -2.8639 -3.5409
H 0.8517 -1.2773 -3.8151
H -0.8651 -1.3736 -3.3990

Force components x, y, z for each atom (eV/Å):
O -0.118 0.170 0.163
C 0.226 -0.405 0.127
Cl 0.022 0.149 -0.247
C -0.348 0.012 -0.484
Ga 0.164 0.250 0.530
C 0.537 -0.406 -0.884
C -1.376 0.171 0.743
C 1.808 -2.286 -1.204
O 0.500 0.560 -0.631
H -0.084 0.027 0.020
H 0.250 -0.034 0.212
H -0.098 -0.007 -0.067
H -0.018 -0.067 -0.069
H -0.227 0.125 0.401
H 0.088 -0.074 0.403
H 0.112 -0.021 -0.054
H -0.436 0.561 0.186
H -0.994 1.052 0.499
C -0.013 -0.031 0.043
C 0.050 0.164 -0.162
C 0.118 -0.011 0.099
N 0.016 -0.226 0.033
C 0.011 0.204 0.160
C -0.295 0.084 0.108
C -0.005 0.029 0.094
C -0.032 0.160 -0.047
C -0.119 -0.074 0.039
C -0.022 0.122 0.004
H -0.008 -0.009 -0.011
H 0.011 -0.014 -0.003
H 0.000 0.005 -0.011
H -0.017 -0.013 0.024
H -0.051 -0.055 0.045
H -0.004 0.017 0.008
H -0.042 0.004 -0.019
H -0.021 0.055 0.022
H 0.068 -0.065 0.013
H 0.070 -0.013 -0.034
H 0.098 -0.033 -0.043
H -0.018 -0.017 -0.028
H 0.031 0.025 -0.010
H 0.029 -0.017 -0.015
H 0.066 -0.067 0.015
H 0.060 -0.022 0.032
H 0.006 0.049 0.009
H 0.003 -0.004 -0.014
H 0.014 -0.024 -0.001
H -0.010 -0.003 0.007

## Properties
- spin multiplicity = 1
- F_max (eV/Å) = 3.154
- E_HOMO (eV) = -7.591

Charges computed using Löwdin, reported in e: O 0.027; C -0.856; Cl 0.467; C -0.303; Ga 0.384; C -0.227; C -0.441; C -0.062; O -0.171; H 0.010; H 0.063; H -0.083; H -0.094; H 0.043; H 0.053; H 0.131; H 0.095; H 0.061; C -0.098; C -0.217; C -0.121; N -0.259; C -0.099; C -0.149; C -0.173; C -0.159; C -0.106; C 0.026; H 0.061; H 0.081; H 0.082; H 0.115; H 0.123; H 0.134; H 0.136; H 0.145; H 0.130; H 0.100; H 0.120; H 0.125; H 0.086; H 0.113; H 0.129; H 0.137; H 0.141; H 0.115; H 0.092; H 0.097

---

# 4
# C14H29N5OP2S4

One molecule with the formula C14H29N5OP2S4 in a non-equilibrium geometry (ωB97M-V/def2-TZVPD, OMol25).

CARTESIAN COORDINATES (ANGSTROEM)
N -1.5848 2.9982 -2.3178
C -1.7757 1.7951 -3.2042
N -3.2751 1.4353 -3.2305
N -1.4833 2.2835 -4.6398
C -0.7868 0.5312 -2.9462
P -0.0303 0.3731 -1.2008
C -1.7972 0.0787 -0.5464
C -1.9506 -1.0071 0.6586
O -2.3474 -2.2601 0.2991
C 0.6205 -1.3351 -0.6913
C 2.0714 -1.7909 -1.3380
C 2.2262 -3.4046 -0.9113
S 3.9585 -3.6384 -0.1671
C 0.1556 1.7704 0.1055
C 0.4141 1.1954 1.6549
C 1.0807 2.3887 2.6196
S 0.2556 2.1177 4.3221
C 0.7523 0.4420 4.9872
S 2.1575 0.3937 5.9826
N 0.0785 -0.8847 4.7220
C 0.4473 -1.9352 3.6615
C -0.5279 -3.2600 3.6790
N -1.5110 -2.9451 4.8215
C -1.1154 -1.5658 5.3832
P 1.8490 1.0456 -2.0656
S 1.7248 2.8692 -2.8483
H -1.4358 3.8867 -2.8439
H -2.4499 3.0439 -1.7087
H -3.7994 2.2448 -3.6770
H -3.4321 0.5586 -3.7783
H -1.2096 1.4831 -5.2541
H -0.6258 2.9125 -4.6269
H -1.3664 -0.4436 -3.3183
H 0.1179 0.6380 -3.7189
H -2.3608 1.0676 -0.1875
H -2.4691 -0.3284 -1.4465
H -1.7862 -0.8410 1.8039
H -0.1536 -2.1397 -1.1188
H 0.7761 -1.4606 0.4867
H 2.1000 -1.7974 -2.5072
H 3.0028 -1.2753 -0.8276
H 2.1456 -4.0749 -1.8866
H 1.4149 -3.6871 -0.0941
H 3.7968 -3.7709 1.2426
H -0.7664 2.5105 0.1528
H 1.1013 2.4747 -0.0810
H 1.1730 0.3074 1.6944
H -0.6358 0.9786 2.1219
H 0.6804 3.4580 2.2719
H 2.2478 2.3274 2.6807
H 1.3310 -1.7313 2.9231
H -0.5240 -4.2133 2.9841
H -1.7658 -1.1093 6.2610
H 2.3079 0.2461 -3.2117
H 2.9785 1.0441 -1.1259

Force components x, y, z for each atom (eV/Å):
N -1.481 -1.207 0.139
C -0.684 1.332 -2.487
N 1.209 0.086 0.016
N 1.420 0.130 0.728
C 0.219 -0.456 -2.171
P -2.251 -0.196 1.582
C -3.431 -1.119 1.498
C -2.352 -5.625 -2.847
O 2.443 7.180 2.301
C 1.030 -1.777 -0.579
C -0.181 -1.752 0.787
C -0.604 0.625 0.183
S -0.732 -0.343 0.820
C 1.554 1.896 1.989
C 0.009 1.134 -0.285
C -0.854 -0.933 -0.962
S 0.333 -0.746 -0.225
C 2.888 -1.081 1.150
S -3.269 -0.018 -2.186
N -2.941 -4.672 -1.408
C -1.875 -2.001 0.126
C 1.056 6.618 3.318
N 4.649 4.793 -1.143
C -0.011 -2.833 -2.215
P 3.223 1.552 -1.983
S 0.019 -0.025 0.208
H -0.366 -1.293 0.516
H 1.367 0.258 -1.139
H 1.193 -1.525 0.523
H 0.177 1.235 0.475
H -0.411 0.817 0.795
H -1.161 -1.196 0.142
H 1.274 1.849 1.253
H -2.073 -0.031 1.660
H 1.432 -1.990 -0.781
H 1.408 0.617 2.336
H -0.146 -0.005 -2.073
H 1.431 1.837 1.336
H -0.845 0.374 -2.567
H -0.049 0.420 2.349
H -2.072 -0.772 -1.393
H 0.170 1.260 2.358
H 1.705 0.418 -1.949
H -0.404 0.201 -1.856
H 1.950 -1.810 -0.368
H -2.006 -1.518 -0.013
H -1.727 1.460 -0.114
H 2.252 -0.033 -0.839
H 0.999 -2.325 0.986
H -2.331 0.252 -0.101
H -1.830 -0.301 1.801
H -0.042 2.381 1.777
H 1.835 -0.923 -2.167
H -0.227 0.189 1.312
H -0.887 -0.408 -0.620

## Properties
- spin multiplicity = 1
- SMILES string = NC(N)(N)CP(CC=O)(CCCS)(CCCSC(=S)n1ccnc1)[PH2]=S
- energy relative to the best compared isomer or geometry (same formula, charge and spin) (kcal/mol) = 129.47
- F_max (eV/Å) = 7.925
- E_HOMO (eV) = -7.879

Charges computed using Löwdin, reported in e: N 0.029; C -0.613; N 0.020; N 0.007; C -0.280; P 0.603; C -0.289; C -0.170; O -0.130; C -0.304; C -0.349; C -0.531; S 0.591; C -0.340; C -0.282; C -0.423; S 0.739; C -0.946; S 0.649; N -0.179; C -0.070; C -0.073; N -0.030; C -0.082; P 0.209; S 0.055; H 0.082; H 0.087; H 0.093; H 0.071; H 0.071; H 0.047; H 0.125; H 0.052; H 0.108; H 0.097; H 0.111; H 0.125; H 0.098; H 0.093; H 0.068; H 0.092; H 0.087; H -0.124; H 0.098; H 0.056; H 0.089; H 0.075; H 0.109; H 0.100; H 0.086; H 0.107; H 0.129; H -0.026; H -0.017